# 1
Molecular formula: C35H78N7O20
Method: DFT, ωB97M-V/def2-TZVPD

Output
- Electronic energy: -3268.56707 hartree
- Lowest unoccupied orbital energy: 1.90 eV
- Net charge: -1
- Gap between HOMO and LUMO: 6.05 eV

Bonds (Å) are listed after each position.
Positions of all 140 atoms, in Å:
1 C 1.99 -0.01 -0.35  C2 1.534, H5 1.091, H6 1.091, H7 1.091
2 C 1.29 -0.21 1.00  C1 1.534, C3 1.595, O4 1.414, H8 1.093
3 C -0.17 0.42 0.88  C2 1.595, H9 1.091, H10 1.091, H11 1.089
4 O 1.25 -1.54 1.47  C2 1.414
5 H 2.94 -0.54 -0.36  C1 1.091
6 H 2.12 1.02 -0.66  C1 1.091
7 H 1.42 -0.43 -1.19  C1 1.091
8 H 1.84 0.41 1.71  C2 1.093
9 H -0.61 0.02 -0.03  C3 1.091
10 H -0.08 1.50 0.76  C3 1.091
11 H -0.72 0.14 1.78  C3 1.089
12 C 1.04 6.10 4.22  O13 1.457, H18 1.090, H19 1.090, H20 1.090
13 O 0.92 5.24 3.05  C12 1.457, C14 1.386
14 C 1.99 5.05 2.19  O13 1.386, O15 1.225, O16 1.335
15 O 3.02 5.72 2.21  C14 1.225
16 O 1.64 4.05 1.37  C14 1.335, C17 1.470
17 C 2.66 3.54 0.45  O16 1.470, H21 1.090, H22 1.089, H23 1.090
18 H 0.32 5.92 5.02  C12 1.090
19 H 0.77 7.13 3.98  C12 1.090
20 H 2.04 6.03 4.66  C12 1.090
21 H 3.40 4.28 0.16  C17 1.090
22 H 2.15 3.12 -0.42  C17 1.089
23 H 3.17 2.76 1.02  C17 1.090
24 C -4.51 5.76 0.99  O25 1.404, H30 1.090, H31 1.090, H32 1.090
25 O -3.45 4.83 0.97  C24 1.404, C26 1.303
26 C -3.16 4.17 2.06  O25 1.303, O27 1.252, O28 1.377
27 O -3.87 4.15 3.09  C26 1.252
28 O -1.85 3.77 1.96  C26 1.377, C29 1.411
29 C -1.37 2.90 2.96  O28 1.411, H33 1.090, H34 1.090, H35 1.089
30 H -4.79 6.08 -0.01  C24 1.090
31 H -4.17 6.62 1.57  C24 1.090
32 H -5.42 5.38 1.46  C24 1.090
33 H -1.85 1.93 2.82  C29 1.090
34 H -1.63 3.25 3.95  C29 1.090
35 H -0.29 2.81 2.83  C29 1.089
36 C 5.69 -5.43 4.77  O37 1.446, H42 1.090, H43 1.090, H44 1.090
37 O 5.58 -5.02 3.39  C36 1.446, C38 1.316
38 C 4.96 -3.91 3.06  O37 1.316, O39 1.243, O40 1.229
39 O 4.51 -3.05 3.83  C38 1.243
40 O 5.06 -3.78 1.84  C38 1.229, C41 1.457
41 C 4.72 -2.55 1.12  O40 1.457, H45 1.090, H46 1.090, H47 1.090
42 H 6.73 -5.28 5.05  C36 1.090
43 H 5.42 -6.48 4.85  C36 1.090
44 H 5.06 -4.86 5.45  C36 1.090
45 H 3.97 -1.92 1.59  C41 1.090
46 H 4.27 -2.99 0.23  C41 1.090
47 H 5.64 -2.05 0.82  C41 1.090
48 C 4.87 0.56 -2.81  O49 1.377, H54 1.090, H55 1.090, H56 1.090
49 O 5.16 0.08 -4.07  C48 1.377, C50 1.355
50 C 4.30 -0.73 -4.73  O49 1.355, O51 1.218, O52 1.379
51 O 3.25 -1.16 -4.30  C50 1.218
52 O 4.95 -1.18 -5.86  C50 1.379, C53 1.433
53 C 4.32 -2.10 -6.76  O52 1.433, H57 1.089, H58 1.090, H59 1.090
54 H 4.06 1.29 -2.86  C48 1.090
55 H 5.76 1.06 -2.43  C48 1.090
56 H 4.65 -0.26 -2.13  C48 1.090
57 H 4.94 -2.25 -7.65  C53 1.089
58 H 3.43 -1.60 -7.12  C53 1.090
59 H 3.99 -2.93 -6.14  C53 1.090
60 C 1.57 -5.21 1.12  C61 1.481, H65 1.090, H66 1.091, H67 1.091
61 C 1.74 -5.10 -0.35  C60 1.481, O62 1.245, N63 1.325
62 O 1.87 -6.10 -1.07  C61 1.245
63 N 1.74 -3.85 -0.79  C61 1.325, C64 1.451, H68 1.011
64 C 1.89 -3.47 -2.18  N63 1.451, H69 1.091, H70 1.090, H71 1.090
65 H 2.01 -6.12 1.52  C60 1.090
66 H 0.54 -5.32 1.47  C60 1.091
67 H 1.92 -4.36 1.69  C60 1.091
68 H 1.63 -3.20 -0.03  N63 1.011
69 H 2.65 -4.11 -2.62  C64 1.091
70 H 2.32 -2.47 -2.25  C64 1.090
71 H 1.00 -3.62 -2.79  C64 1.090
72 C -3.14 -3.36 3.69  C73 1.539, H77 1.090, H78 1.090, H79 1.090
73 C -1.80 -2.76 3.23  C72 1.539, O74 1.229, N75 1.372
74 O -0.84 -2.74 4.00  C73 1.229
75 N -1.62 -2.39 1.92  C73 1.372, C76 1.458, H80 1.013
76 C -2.56 -2.75 0.86  N75 1.458, H81 1.090, H82 1.090, H83 1.092
77 H -3.91 -2.60 3.84  C72 1.090
78 H -3.01 -3.91 4.62  C72 1.090
79 H -3.55 -4.08 2.98  C72 1.090
80 H -0.70 -2.12 1.60  N75 1.013
81 H -2.29 -2.34 -0.11  C76 1.090
82 H -3.60 -2.54 1.07  C76 1.090
83 H -2.43 -3.82 0.67  C76 1.092
84 C -2.69 -0.91 -4.79  C85 1.549, H89 1.089, H90 1.090, H91 1.090
85 C -2.64 -2.28 -4.07  C84 1.549, O86 1.238, N87 1.362
86 O -3.42 -3.17 -4.44  C85 1.238
87 N -1.95 -2.51 -2.92  C85 1.362, C88 1.520, H92 1.010
88 C -0.85 -1.56 -2.46  N87 1.520, H93 1.089, H94 1.089, H95 1.090
89 H -2.58 -0.06 -4.12  C84 1.089
90 H -3.69 -0.89 -5.24  C84 1.090
91 H -2.07 -0.94 -5.69  C84 1.090
92 H -1.89 -3.50 -2.72  N87 1.010
93 H -0.51 -1.95 -1.50  C88 1.089
94 H -1.28 -0.56 -2.43  C88 1.089
95 H -0.14 -1.65 -3.28  C88 1.090
96 C 0.89 -0.07 -6.86  C97 1.521, H101 1.090, H102 1.090, H103 1.090
97 C 0.53 0.95 -5.79  C96 1.521, O98 1.230, N99 1.362
98 O -0.28 1.86 -5.98  C97 1.230
99 N 1.35 0.95 -4.71  C97 1.362, C100 1.439, H104 1.011
100 C 1.10 1.72 -3.52  N99 1.439, H105 1.090, H106 1.089, H107 1.091
101 H 0.24 -0.94 -6.75  C96 1.090
102 H 1.94 -0.31 -6.70  C96 1.090
103 H 0.86 0.30 -7.88  C96 1.090
104 H 1.99 0.17 -4.61  N99 1.011
105 H 1.05 1.09 -2.63  C100 1.090
106 H 0.22 2.36 -3.54  C100 1.089
107 H 1.94 2.40 -3.42  C100 1.091
108 C 0.24 2.42 6.76  C109 1.519, H113 1.089, H114 1.091, H115 1.091
109 C -0.48 1.44 5.85  C108 1.519, O110 1.226, N111 1.329
110 O 0.17 0.87 4.98  C109 1.226
111 N -1.80 1.32 5.98  C109 1.329, C112 1.471, H116 1.009
112 C -2.60 0.32 5.25  N111 1.471, H117 1.091, H118 1.090, H119 1.090
113 H 1.32 2.37 6.66  C108 1.089
114 H -0.06 2.21 7.78  C108 1.091
115 H -0.18 3.40 6.52  C108 1.091
116 H -2.27 1.80 6.73  N111 1.009
117 H -2.48 -0.73 5.54  C112 1.091
118 H -2.28 0.35 4.21  C112 1.090
119 H -3.65 0.52 5.43  C112 1.090
120 C -4.03 0.42 1.35  C121 1.546, H125 1.090, H126 1.090, H127 1.090
121 C -5.06 -0.23 0.39  C120 1.546, O122 1.245, N123 1.298
122 O -5.82 -1.09 0.85  C121 1.245
123 N -5.04 0.15 -0.85  C121 1.298, C124 1.452, H128 1.011
124 C -5.98 -0.30 -1.87  N123 1.452, H129 1.091, H130 1.091, H131 1.090
125 H -4.64 0.42 2.26  C120 1.090
126 H -3.75 1.43 1.06  C120 1.090
127 H -3.18 -0.21 1.61  C120 1.090
128 H -4.17 0.59 -1.12  N123 1.011
129 H -6.66 0.52 -2.11  C124 1.091
130 H -6.76 -0.98 -1.53  C124 1.091
131 H -5.62 -0.84 -2.74  C124 1.090
132 O -2.76 1.48 -1.87  C133 1.232
133 C -2.31 2.49 -2.42  O132 1.232, N134 1.329, C135 1.564
134 N -2.57 2.79 -3.69  C133 1.329, H136 1.009, H137 1.009
135 C -1.44 3.39 -1.49  C133 1.564, H138 1.090, H139 1.090, H140 1.089
136 H -3.08 2.17 -4.30  N134 1.009
137 H -2.12 3.57 -4.13  N134 1.009
138 H -2.07 4.25 -1.26  C135 1.090
139 H -0.58 3.75 -2.07  C135 1.090
140 H -1.12 2.98 -0.54  C135 1.089

Results of the Löwdin charge analysis, in e, for atoms 1 through 99: -0.09, -0.57, -0.05, -0.30, 0.05, 0.03, 0.04, 0.10, 0.05, 0.04, 0.05, -0.03, -0.04, -0.54, 0.10, -0.01, 0.00, 0.08, 0.09, 0.09, 0.09, 0.07, 0.10, -0.05, -0.01, -0.55, 0.08, -0.02, -0.06, 0.09, 0.10, 0.10, 0.07, 0.09, 0.09, -0.03, 0.01, -0.70, 0.08, 0.04, 0.02, 0.09, 0.09, 0.09, 0.09, 0.08, 0.09, -0.06, 0.00, -0.50, 0.09, -0.03, -0.02, 0.09, 0.10, 0.09, 0.10, 0.07, 0.10, 0.00, -0.57, -0.01, 0.03, -0.07, 0.08, 0.08, 0.08, 0.08, 0.08, 0.06, 0.07, -0.01, -0.53, 0.02, 0.03, -0.09, 0.07, 0.07, 0.07, 0.07, 0.06, 0.07, 0.08, 0.01, -0.52, -0.01, 0.03, -0.05, 0.04, 0.08, 0.07, 0.13, 0.07, 0.06, 0.07, 0.01, -0.53, 0.01, 0.03


# 2
Molecular formula: C2H4BrNO2
Method: DFT, ωB97M-V/def2-TZVPD

Output
- Electronic energy: -2857.72812 hartree
- Lowest unoccupied orbital energy: -0.09 eV
- Net charge: 0
- Gap between HOMO and LUMO: 10.57 eV
- SMILES string: O=[N+]([O-])CCBr

Bonds (Å) are listed after each position.
Positions of all 10 atoms, in Å:
1 C 0.00 -0.52 0.41  C2 1.675, N3 1.488, H7 1.197, H8 1.095
2 C -0.94 0.73 -0.18  C1 1.675, Br6 1.990, H9 1.126, H10 1.080
3 N 1.41 -0.26 0.01  C1 1.488, O4 1.183, O5 1.241
4 O 2.28 -0.83 0.58  N3 1.183
5 O 1.51 0.42 -1.02  N3 1.241
6 Br -2.83 0.09 -0.17  C2 1.990
7 H -0.31 -1.44 -0.29  C1 1.197
8 H 0.10 -0.75 1.48  C1 1.095
9 H -0.44 0.91 -1.17  C2 1.126
10 H -0.79 1.66 0.36  C2 1.080

The molecule's Löwdin atomic charges, reported in e, are given here: -0.13, -0.54, -0.44, 0.11, 0.02, 0.58, 0.16, 0.12, 0.07, 0.05